This record from the OMol25 dataset describes a cluster of 8 separate species, C20H35N5O4S in total. The level of theory is ωB97M-V with the def2-TZVPD basis set.

Structure (XYZ):
```
65
Properties=species:S:1:pos:R:3:forces:R:3
C 18.4967 5.8953 23.3002 -0.615 -0.894 -0.097
C 17.2747 6.2007 22.4105 -2.294 0.062 2.061
O 16.0973 5.8979 22.7311 3.152 0.052 -0.631
C 17.4052 7.1338 21.2378 0.358 -0.639 -0.230
H 18.3927 5.0577 23.9899 -0.941 0.008 0.022
H 18.6116 6.7663 23.9454 0.440 0.220 -0.269
H 19.4029 5.5699 22.7892 0.075 0.931 -0.502
H 16.6716 6.6990 20.5590 0.121 0.494 -0.511
H 18.4134 7.1686 20.8252 -0.057 -0.141 -0.087
H 17.1180 8.1539 21.4930 -0.173 -0.127 0.199
C 11.5483 3.8801 19.9131 -0.341 -0.160 -0.038
C 13.0015 4.1771 19.7282 -0.965 2.225 2.229
O 13.7288 3.4072 19.2052 1.910 -1.171 -1.216
C 13.5306 5.5297 20.3895 -0.714 -0.827 -1.052
H 11.2644 4.1598 20.9277 -0.287 0.159 -0.164
H 11.3005 2.8331 19.7388 0.318 -0.024 0.025
H 10.9871 4.4397 19.1648 -0.186 0.347 0.226
H 14.3364 5.3123 21.0905 0.024 0.100 -0.159
H 12.7650 6.1309 20.8800 -0.167 -0.436 0.195
H 13.8569 6.1768 19.5753 0.488 -0.134 -0.068
C 19.0206 -0.0768 18.0037 1.072 -0.859 -0.515
C 19.1523 -1.4698 17.4760 -0.293 -2.293 -0.454
N 19.1850 -2.5907 17.1204 -0.001 3.258 0.911
H 18.4866 0.5365 17.2779 -0.451 -0.131 0.358
H 20.0181 0.3605 18.0478 0.158 -0.096 -0.001
H 18.6613 -0.0878 19.0327 -0.466 0.130 -0.309
C 17.3865 3.8693 18.3610 1.149 -0.247 -1.451
C 17.8783 4.5104 17.0939 0.732 1.384 -1.908
N 18.3199 4.9578 16.0934 -1.432 -1.435 2.897
H 17.7728 4.3464 19.2616 -0.296 0.321 -0.201
H 17.9332 2.9286 18.2948 -0.267 -0.400 0.414
H 16.3162 3.6640 18.3388 0.042 0.281 0.129
C 15.7521 2.6278 21.8697 -1.787 1.160 1.473
C 16.8712 2.0354 21.3045 -0.155 -0.180 -0.349
N 17.8013 1.5746 20.8621 2.237 -1.060 -1.177
H 15.8182 3.7085 21.7437 -0.220 0.001 0.010
H 15.8124 2.4373 22.9412 -0.288 0.077 0.123
H 14.8028 2.2532 21.4868 0.174 -0.009 -0.100
C 21.3857 4.0182 15.0677 0.537 -1.797 -0.375
C 21.2233 2.5076 14.9546 0.390 3.723 0.556
N 21.1957 1.3770 15.0167 -0.340 -2.049 -0.205
H 21.3521 4.4455 14.0655 -0.416 0.162 0.195
H 22.4126 4.1893 15.3906 -0.065 -0.027 0.259
H 20.6773 4.4215 15.7913 -0.007 0.029 -0.377
C 20.0449 7.3890 18.0819 1.854 -0.819 -0.112
C 20.5799 6.5353 19.1777 0.240 0.323 0.431
N 21.0288 5.8337 19.9816 -0.622 0.654 -0.780
H 20.8336 7.9900 17.6295 0.347 0.641 0.919
H 19.2073 8.0353 18.3444 -0.177 -0.660 -0.308
H 20.0579 6.6849 17.2498 -1.705 -0.083 -0.158
C 18.4396 5.9790 11.4137 -0.698 -0.785 -0.443
C 19.3261 5.1652 12.3339 0.001 -0.659 0.449
C 18.6724 3.8037 12.5635 0.362 0.047 1.364
S 17.9971 3.2385 10.9921 -1.368 -1.830 -1.185
O 16.6007 2.8234 11.1995 2.459 0.674 -0.511
O 19.0059 2.3773 10.3036 -1.509 1.722 1.086
C 18.0125 4.9741 10.2732 0.056 1.435 -0.659
H 18.9724 6.8098 10.9510 0.197 -0.233 -0.184
H 17.5678 6.4492 11.8688 -0.093 -0.498 0.298
H 19.2844 5.4343 13.3894 0.442 0.937 0.122
H 20.3538 5.1433 11.9715 -0.073 -0.233 0.101
H 17.8103 3.9617 13.2115 -0.461 -0.175 -0.337
H 19.1982 2.9534 12.9978 0.552 0.158 -0.140
H 17.0050 5.0227 9.8599 -0.049 0.208 0.210
H 18.7198 5.0936 9.4525 0.092 -0.812 0.001
```
Forces are in eV/Å.

Its charge is +1. As for the spin multiplicity: 2. As for the total energy: -47769.5633 eV. For the highest occupied orbital energy (spin up / spin down), the calculation gives -11.6 / -11.6 eV.